Run i
Molecular formula: H46O23
Method: DFT, wB97M-V/def2-TZVPD

Calculated values
HOMO   -10.9 eV
Gap between HOMO and LUMO   10.92 eV
Total charge   0

Each atom is followed by the atoms it is bonded to, with distances in Å.
Element x y z (Å)
1 O 2.2039 1.7793 -2.2373  H2 0.992, H3 0.958
2 H 2.1939 0.9302 -2.7498  O1 0.992
3 H 1.2645 1.8678 -2.0709  O1 0.958
4 O -4.2316 2.3031 1.9015  H5 0.969, H6 0.959
5 H -4.9328 2.9087 2.1838  O4 0.969
6 H -4.0151 2.5566 1.0026  O4 0.959
7 O 3.0531 4.1705 0.7008  H8 0.960, H9 0.978
8 H 3.4749 4.7744 1.3169  O7 0.960
9 H 2.2669 4.6554 0.3799  O7 0.978
10 O -4.0745 2.1048 -1.1417  H11 0.977, H12 0.968
11 H -3.9200 1.1400 -1.1174  O10 0.977
12 H -4.9828 2.0746 -1.4736  O10 0.968
13 O -0.7130 2.5573 -3.8389  H14 0.994, H15 0.968
14 H -0.9502 2.8202 -2.9096  O13 0.994
15 H -1.4929 2.2778 -4.3394  O13 0.968
16 O 0.2302 5.3103 0.0341  H17 0.936, H18 0.972
17 H -0.4281 4.8863 -0.4782  O16 0.936
18 H -0.0459 6.1945 0.3277  O16 0.972
19 O 3.1776 -5.1365 -0.4588  H20 0.959, H21 0.950
20 H 2.9974 -4.5524 -1.1976  O19 0.959
21 H 2.3340 -5.1900 -0.0258  O19 0.950
22 O -1.2752 -3.9727 0.5936  H23 0.948, H24 0.961
23 H -0.9346 -3.0888 0.6326  O22 0.948
24 H -0.7809 -4.3749 1.3135  O22 0.961
25 O -1.3575 -0.5932 4.9310  H26 0.958, H27 0.967
26 H -0.5759 -0.1517 4.5962  O25 0.958
27 H -1.9245 0.0563 5.3682  O25 0.967
28 O -4.8328 -3.1459 0.1107  H29 0.982, H30 0.986
29 H -3.9807 -3.1180 0.5980  O28 0.982
30 H -5.3784 -2.5236 0.6470  O28 0.986
31 O -0.3418 -0.6933 -1.6583  H32 0.974, H33 0.992
32 H -0.4140 -0.4026 -2.5848  O31 0.974
33 H -0.3607 -1.6807 -1.7469  O31 0.992
34 O 0.2821 -0.0508 -4.2133  H35 0.967, H36 0.979
35 H 0.7433 -0.3194 -5.0198  O34 0.967
36 H 0.0071 0.8849 -4.2931  O34 0.979
37 O 1.3518 -3.0620 2.1356  H38 0.979, H39 0.947
38 H 2.2918 -2.8626 1.9482  O37 0.979
39 H 1.4579 -3.2581 3.0556  O37 0.947
40 O 2.8374 1.8058 2.4114  H41 0.949, H42 0.991
41 H 3.6779 1.9741 2.8197  O40 0.949
42 H 2.7263 2.6157 1.8515  O40 0.991
43 O -3.2772 -0.4424 1.5597  H44 0.980, H45 0.957
44 H -3.3655 0.4317 1.9930  O43 0.980
45 H -2.8509 -0.9347 2.2608  O43 0.957
46 O 1.2893 -3.2573 -1.3771  H47 0.986, H48 0.950
47 H 1.7781 -2.5898 -0.8411  O46 0.986
48 H 0.6764 -3.7267 -0.8232  O46 0.950
49 O 3.3891 0.4716 -0.0932  H50 0.957, H51 0.964
50 H 3.0977 0.7418 0.7775  O49 0.957
51 H 3.1016 1.1536 -0.7111  O49 0.964
52 O 0.4015 0.0791 2.8312  H53 0.939, H54 1.004
53 H 0.4088 -0.8594 2.8685  O52 0.939
54 H 1.3509 0.3394 3.0297  O52 1.004
55 O -4.0212 -0.7189 -1.6125  H56 0.984, H57 0.959
56 H -4.0272 -1.5036 -1.0181  O55 0.984
57 H -3.4448 -1.0041 -2.3243  O55 0.959
58 O -1.2492 3.1717 -1.2362  H59 1.036, H60 0.971
59 H -0.7926 2.5001 -0.5928  O58 1.036
60 H -2.1767 2.8908 -1.1686  O58 0.971
61 O 3.8932 -1.5877 -1.9809  H62 0.969, H63 0.962
62 H 4.7889 -1.6037 -2.3502  O61 0.969
63 H 3.8822 -0.9304 -1.2792  O61 0.962
64 O -0.5850 1.1766 0.3719  H65 0.966, H66 0.951
65 H -0.8009 0.4216 -0.1898  O64 0.966
66 H -0.1392 0.8854 1.1599  O64 0.951
67 O 4.0854 -3.2594 1.5340  H68 0.971, H69 1.008
68 H 4.1620 -2.4031 1.0834  O67 0.971
69 H 3.7969 -3.9137 0.8239  O67 1.008

Run ii
Molecular formula: H46O23
Method: DFT, wB97M-V/def2-TZVPD

Calculated values
HOMO   -10.2 eV
Gap between HOMO and LUMO   9.37 eV
Total charge   0

Each atom is followed by the atoms it is bonded to, with distances in Å.
Element x y z (Å)
1 O 2.4141 1.9704 4.0078  H2 0.957, H3 0.957
2 H 2.0391 2.5920 4.6317  O1 0.957
3 H 2.7380 1.2516 4.5506  O1 0.957
4 O 7.8037 -4.8682 6.3773  H5 0.957, H6 0.957
5 H 8.7255 -4.9726 6.1417  O4 0.957
6 H 7.3804 -5.6606 6.0469  O4 0.957
7 O 9.8005 -3.1244 8.5629  H8 0.957, H9 0.957
8 H 10.0862 -3.3500 9.4482  O7 0.957
9 H 10.5769 -3.2571 8.0190  O7 0.957
10 O 7.8383 2.6416 8.0188  H11 0.957, H12 0.957
11 H 7.6005 2.0100 8.6976  O10 0.957
12 H 7.8531 2.1302 7.2098  O10 0.957
13 O 12.5094 1.3210 3.2568  H14 0.957, H15 0.957
14 H 11.5897 1.1582 3.4662  O13 0.957
15 H 12.7647 0.5809 2.7060  O13 0.957
16 O 7.2284 1.0952 10.5637  H17 0.957, H18 0.957
17 H 6.5177 1.7350 10.6053  O16 0.957
18 H 6.8646 0.3645 10.0637  O16 0.957
19 O 9.1108 0.5974 0.9916  H20 0.957, H21 0.957
20 H 9.7937 0.3099 1.5976  O19 0.957
21 H 8.3567 0.7841 1.5509  O19 0.957
22 O 6.0094 -1.0976 9.7623  H23 0.957, H24 0.957
23 H 6.0314 -1.5637 8.9265  O22 0.957
24 H 6.4963 -1.6607 10.3640  O22 0.957
25 O 8.2680 5.0763 9.2995  H26 0.957, H27 0.957
26 H 7.8519 5.9167 9.1079  O25 0.957
27 H 7.8023 4.4468 8.7490  O25 0.957
28 O 8.2994 -1.9485 3.4339  H29 0.957, H30 0.957
29 H 8.0461 -1.0332 3.5532  O28 0.957
30 H 8.5687 -2.2385 4.3055  O28 0.957
31 O 4.2227 3.7530 6.7616  H32 0.957, H33 0.957
32 H 3.2896 3.9343 6.6492  O31 0.957
33 H 4.6626 4.4372 6.2570  O31 0.957
34 O 6.7053 4.6717 3.3717  H35 0.957, H36 0.957
35 H 6.5506 3.7396 3.2182  O34 0.957
36 H 6.0380 4.9237 4.0101  O34 0.957
37 O 10.2731 -4.4388 4.9222  H38 0.957, H39 0.957
38 H 10.5187 -3.6689 5.4352  O37 0.957
39 H 11.0361 -4.6134 4.3712  O37 0.957
40 O 7.5450 -2.1192 7.3678  H41 0.957, H42 0.957
41 H 8.3585 -2.3351 7.8236  O40 0.957
42 H 7.3210 -2.9157 6.8864  O40 0.957
43 O 5.2021 1.2654 6.0010  H44 0.957, H45 0.957
44 H 4.7450 2.1057 5.9675  O43 0.957
45 H 4.5541 0.6275 5.7018  O43 0.957
46 O 7.3821 -4.5409 3.3356  H47 0.957, H48 0.957
47 H 7.6750 -3.6759 3.0490  O46 0.957
48 H 7.9795 -4.7733 4.0464  O46 0.957
49 O 12.1199 0.0819 7.1009  H50 0.957, H51 0.957
50 H 12.3766 0.8811 7.5608  O49 0.957
51 H 11.6638 -0.4393 7.7616  O49 0.957
52 O 2.9129 0.0134 5.7017  H53 0.957, H54 0.957
53 H 2.3560 0.0581 6.4790  O52 0.957
54 H 3.1497 -0.9112 5.6290  O52 0.957
55 O 7.5611 1.0577 3.1672  H56 0.957, H57 0.957
56 H 6.6374 1.1002 2.9198  O55 0.957
57 H 7.5496 0.8977 4.1108  O55 0.957
58 O 3.8146 3.6110 9.7476  H59 0.957, H60 0.957
59 H 2.8710 3.6787 9.6013  O58 0.957
60 H 4.1718 3.3582 8.8963  O58 0.957
61 O 4.9448 1.9024 2.6550  H62 0.957, H63 0.957
62 H 4.7919 2.6993 2.1473  O61 0.957
63 H 4.3698 1.9883 3.4154  O61 0.957
64 O 7.5497 0.2762 5.9543  H65 0.957, H66 0.957
65 H 6.6173 0.4922 5.9675  O64 0.957
66 H 7.6327 -0.4657 6.5534  O64 0.957
67 O 11.6151 -2.2808 5.5030  H68 0.957, H69 0.957
68 H 11.9270 -2.0526 4.6273  O67 0.957
69 H 11.7629 -1.4913 6.0237  O67 0.957

Relative energies in hartree: run i 0.0000; run ii 0.0704

Run i
Molecular formula: C20H23ClN2O
Method: DFT, wB97M-V/def2-TZVPD

Calculated values
HOMO   -7.8 eV
SMILES string   Clc1c[nH]c2cccc(OCCNCCCCc3ccccc3)c12
Gap between HOMO and LUMO   8.56 eV
Total charge   0

Each atom is followed by the atoms it is bonded to, with distances in Å.
Element x y z (Å)
1 Cl 0.8806 -4.8733 -0.7932  C2 1.758
2 C 1.8797 -4.6216 -2.2173  Cl1 1.758, C3 1.423, C24 1.445
3 C 1.9196 -5.5280 -3.3131  C2 1.423, N4 1.366, H25 1.112
4 N 2.8799 -5.1797 -4.2193  C3 1.366, C5 1.433, H26 1.023
5 C 3.5059 -4.0144 -3.6679  N4 1.433, C6 1.394, C24 1.426
6 C 4.4468 -3.1827 -4.2735  C5 1.394, C7 1.401, H27 1.077
7 C 4.7651 -1.9614 -3.6657  C6 1.401, C8 1.464, H28 1.121
8 C 4.1314 -1.5184 -2.4226  C7 1.464, C9 1.313, H29 1.166
9 C 3.2103 -2.2930 -1.8971  C8 1.313, O10 1.382, C24 1.459
10 O 2.7050 -2.0266 -0.6385  C9 1.382, C11 1.473
11 C 1.4602 -1.2415 -0.6938  O10 1.473, C12 1.538, H30 1.065, H31 1.084
12 C 0.7423 -1.1678 0.6639  C11 1.538, N13 1.443, H32 1.179, H33 1.111
13 N -0.6545 -0.8812 0.4423  C12 1.443, C14 1.476, H34 1.053
14 C -1.4767 -0.8667 1.6685  N13 1.476, C15 1.528, H35 1.139, H36 1.171
15 C -2.8770 -0.2575 1.6220  C14 1.528, C16 1.509, H37 1.113, H38 1.101
16 C -2.9210 1.2396 1.4357  C15 1.509, C17 1.647, H39 1.116, H40 1.078
17 C -2.3032 2.1133 2.6874  C16 1.647, C18 1.546, H41 1.120, H42 1.076
18 C -2.3527 3.6482 2.5062  C17 1.546, C19 1.399, C23 1.408
19 C -3.2091 4.4235 3.2950  C18 1.399, C20 1.395, H43 1.086
20 C -3.1489 5.8117 3.1696  C19 1.395, C21 1.325, H44 1.077
21 C -2.6475 6.4122 2.1001  C20 1.325, C22 1.330, H45 1.074
22 C -1.9305 5.6752 1.2568  C21 1.330, C23 1.405, H46 1.131
23 C -1.7277 4.2950 1.4232  C18 1.408, C22 1.405, H47 1.067
24 C 2.8393 -3.5756 -2.4858  C2 1.445, C5 1.426, C9 1.459
25 H 1.3594 -6.4877 -3.3390  C3 1.112
26 H 3.0788 -5.5382 -5.1567  N4 1.023
27 H 5.0499 -3.4445 -5.1260  C6 1.077
28 H 5.4818 -1.1675 -4.0018  C7 1.121
29 H 4.4228 -0.5684 -1.8125  C8 1.166
30 H 1.7980 -0.2832 -1.0128  C11 1.065
31 H 0.8112 -1.6398 -1.4647  C11 1.084
32 H 0.7523 -2.1573 1.3047  C12 1.179
33 H 1.1302 -0.3021 1.2431  C12 1.111
34 H -0.8236 0.0617 0.0047  N13 1.053
35 H -0.8510 -0.4936 2.5439  C14 1.139
36 H -1.6596 -1.9955 1.9195  C14 1.171
37 H -3.3784 -0.4480 2.5977  C15 1.113
38 H -3.5223 -0.8041 0.9173  C15 1.101
39 H -4.0247 1.4013 1.4429  C16 1.116
40 H -2.5651 1.7242 0.5412  C16 1.078
41 H -1.2321 1.8194 2.8294  C17 1.120
42 H -2.6961 1.8922 3.6643  C17 1.076
43 H -3.9402 4.0547 4.0083  C19 1.086
44 H -3.8200 6.3855 3.7859  C20 1.077
45 H -2.7811 7.4732 2.0027  C21 1.074
46 H -1.6376 6.3074 0.3661  C22 1.131
47 H -1.0697 3.7807 0.7584  C23 1.067

Run ii
Molecular formula: C20H23ClN2O
Method: DFT, wB97M-V/def2-TZVPD

Calculated values
HOMO   -8.1 eV
SMILES string   COc1ccc(Cc2c(C(C)(C)C)nc3ccc(Cl)cn23)c(C)c1
Gap between HOMO and LUMO   8.58 eV
Total charge   0

Each atom is followed by the atoms it is bonded to, with distances in Å.
Element x y z (Å)
1 C -5.6609 1.3290 0.4107  O2 1.422, H25 1.109, H26 1.054, H27 1.088
2 O -5.0839 0.1653 -0.1680  C1 1.422, C3 1.344
3 C -3.7928 -0.0349 0.1454  O2 1.344, C4 1.383, C24 1.427
4 C -2.8110 0.8865 -0.1687  C3 1.383, C5 1.440, H28 1.175
5 C -1.4370 0.5296 0.0697  C4 1.440, C6 1.383, H29 1.107
6 C -0.9916 -0.7019 0.5141  C5 1.383, C7 1.522, C22 1.422
7 C 0.4320 -1.0478 0.9262  C6 1.522, C8 1.560, H30 1.165, H31 1.137
8 C 1.5061 0.0160 0.5429  C7 1.560, C9 1.427, N21 1.371
9 C 2.1904 0.0942 -0.7069  C8 1.427, C10 1.527, N14 1.400
10 C 2.1505 -0.7903 -1.9511  C9 1.527, C11 1.564, C12 1.522, C13 1.551
11 C 0.6870 -1.1841 -2.3355  C10 1.564, H32 1.112, H33 1.135, H34 1.093
12 C 2.8313 -2.1340 -1.7363  C10 1.522, H35 1.157, H36 1.151, H37 1.098
13 C 2.9004 -0.1643 -3.1553  C10 1.551, H38 1.065, H39 1.095, H40 1.038
14 N 3.0309 1.2136 -0.7440  C9 1.400, C15 1.317
15 C 2.7832 1.7964 0.4113  N14 1.317, C16 1.463, N21 1.332
16 C 3.3113 3.0190 1.0169  C15 1.463, C17 1.362, H41 1.059
17 C 2.7521 3.4910 2.1653  C16 1.362, C18 1.450, H42 1.099
18 C 1.6749 2.8025 2.8495  C17 1.450, Cl19 1.674, C20 1.351
19 Cl 1.1813 3.3589 4.3495  C18 1.674
20 C 1.1236 1.7189 2.2594  C18 1.351, N21 1.422, H43 1.080
21 N 1.8048 1.2270 1.1124  C8 1.371, C15 1.332, C20 1.422
22 C -2.0297 -1.6346 0.7867  C6 1.422, C23 1.517, C24 1.389
23 C -1.8269 -3.0375 1.3259  C22 1.517, H44 1.153, H45 1.118, H46 1.093
24 C -3.3695 -1.3197 0.5991  C3 1.427, C22 1.389, H47 1.114
25 H -6.5386 1.1024 1.0500  C1 1.109
26 H -5.0023 1.8567 1.0423  C1 1.054
27 H -6.0316 1.8941 -0.4421  C1 1.088
28 H -3.0596 1.9217 -0.6666  C4 1.175
29 H -0.7630 1.3468 -0.2504  C5 1.107
30 H 0.8910 -2.0042 0.4455  C7 1.165
31 H 0.4115 -1.1787 2.0550  C7 1.137
32 H 0.5473 -1.6370 -3.3410  C11 1.112
33 H 0.0568 -0.2490 -2.4658  C11 1.135
34 H 0.0666 -1.7569 -1.6412  C11 1.093
35 H 2.2590 -2.5510 -0.8211  C12 1.157
36 H 2.4989 -2.9100 -2.5187  C12 1.151
37 H 3.9117 -2.1591 -1.5408  C12 1.098
38 H 3.8929 0.0098 -2.8114  C13 1.065
39 H 2.4759 0.7557 -3.5701  C13 1.095
40 H 2.9871 -0.8477 -3.9312  C13 1.038
41 H 4.1547 3.4757 0.5688  C16 1.059
42 H 3.1613 4.3516 2.7120  C17 1.099
43 H 0.2182 1.2547 2.6203  C20 1.080
44 H -2.0001 -3.6418 0.3592  C23 1.153
45 H -0.8139 -3.1906 1.7722  C23 1.118
46 H -2.4763 -3.3959 2.1281  C23 1.093
47 H -4.2038 -2.0459 0.7279  C24 1.114

Relative energies in hartree: run i 0.0291; run ii 0.0000